[1]
This record from the OMol25 dataset describes a structure of composition C29H44CdN6O9S2Si. The level of theory is wB97M-V/def2-TZVPD.

Last column: Löwdin charge in e.
Geometry (Å):
Cd1 -0.72565 0.25742 0.30631  1.389
O1 -1.33801 -3.96077 1.67443  0.037
C1 -0.99187 -2.99585 1.00281  -0.478
N1 -0.36098 -1.86717 1.38152  0.031
C2 0.18964 -1.72659 2.60041  -0.519
O2 0.16181 -2.46842 3.57363  0.037
C3 1.07934 -0.49191 2.64185  -0.214
C4 1.89274 -0.27209 3.75169  -0.010
C5 2.77849 0.78948 3.72893  -0.078
C6 2.82133 1.59203 2.59902  -0.061
C7 1.96721 1.30458 1.54321  -0.128
N2 1.12484 0.29174 1.57665  0.029
C8 -1.22735 -2.97496 -0.49210  -0.243
C9 -2.36337 -3.55374 -1.05076  -0.024
C10 -2.58377 -3.41298 -2.40978  -0.092
C11 -1.63926 -2.74981 -3.17474  -0.080
C12 -0.49862 -2.28253 -2.53442  -0.164
N3 -0.29584 -2.38559 -1.23569  0.096
H1 1.81555 -0.95397 4.58496  0.106
H2 3.42993 0.98998 4.57140  0.094
H3 3.50491 2.42637 2.53472  0.090
H4 1.96032 1.86738 0.61982  0.078
H5 -3.06881 -4.06253 -0.41125  0.108
H6 -3.49018 -3.79969 -2.85821  0.096
H7 -1.79461 -2.57332 -4.23143  0.094
H8 0.29297 -1.79049 -3.08445  0.093
C13 -2.11684 3.09009 -1.19869  -0.149
S1 -2.27364 2.79367 0.58561  0.383
O3 -3.35625 1.83117 0.75518  -0.402
O4 -2.61841 4.08231 1.18877  -0.376
O5 -0.96981 2.29882 1.06033  -0.460
H9 -3.03736 2.75119 -1.65512  0.043
H10 -1.25910 2.53273 -1.55422  0.011
H11 -1.99152 4.15413 -1.34908  0.052
S2 -4.78791 -0.04176 -2.25742  0.460
C14 -3.39709 -0.07746 -1.48131  -1.037
N4 -2.34881 -0.13876 -0.96521  -0.019
C15 4.58909 2.16191 -4.10660  -0.025
C16 3.87325 0.95092 -3.47730  -0.661
C17 4.37272 0.74451 -2.04466  -0.031
C18 4.17310 -0.30681 -4.31386  -0.035
O6 2.49400 1.14966 -3.51834  -0.119
Si1 1.50370 2.01296 -2.47436  0.006
O7 0.79792 1.17737 -1.37764  -0.320
O8 2.56586 3.18973 -1.94129  -0.129
C19 2.33129 4.49173 -1.49741  -0.652
C20 1.08320 4.58470 -0.61962  -0.014
C21 3.56477 4.91932 -0.68083  -0.031
C22 2.18024 5.41563 -2.71966  -0.026
O9 0.48509 2.81711 -3.52595  -0.116
C23 -0.23764 2.24112 -4.58076  -0.647
C24 -1.49455 3.09912 -4.79667  -0.023
C25 0.64588 2.27240 -5.84405  -0.028
C26 -0.64366 0.79649 -4.28533  -0.037
H12 5.67021 2.07747 -3.99615  0.076
H13 4.23583 3.05702 -3.60453  0.064
H14 4.34026 2.23337 -5.16478  0.077
H15 5.42411 0.45714 -2.05148  0.078
H16 3.77273 -0.02418 -1.56560  0.093
H17 4.23706 1.66697 -1.49014  0.068
H18 5.24512 -0.49973 -4.33758  0.073
H19 3.81050 -0.16685 -5.33119  0.075
H20 3.66094 -1.16088 -3.87865  0.082
H21 1.03823 3.75775 0.08316  0.067
H22 0.20203 4.52021 -1.24466  0.067
H23 1.06563 5.52267 -0.06921  0.090
H24 3.64179 4.31360 0.21828  0.073
H25 3.47028 5.96459 -0.39464  0.074
H26 4.47142 4.78625 -1.26931  0.076
H27 1.39042 5.01272 -3.34631  0.069
H28 3.10482 5.41640 -3.29453  0.076
H29 1.93981 6.43567 -2.42311  0.078
H30 -1.21091 4.14432 -4.91244  0.079
H31 -2.14883 3.01080 -3.93383  0.065
H32 -2.02859 2.76879 -5.68668  0.079
H33 0.84211 3.30296 -6.13794  0.078
H34 0.17038 1.74767 -6.67235  0.076
H35 1.58824 1.79127 -5.59790  0.063
H36 -1.18096 0.73980 -3.34194  0.067
H37 0.25543 0.19735 -4.18682  0.062
H38 -1.27247 0.40245 -5.08394  0.090
C27 -5.15879 0.20445 2.39140  -0.058
N5 -4.12794 0.79413 3.22428  -0.199
C28 -4.38653 2.16383 3.62229  -0.063
C29 -2.89213 0.50835 2.86862  -0.304
N6 -1.80874 0.14420 2.73649  0.196
H39 -6.09435 0.20020 2.95595  0.080
H40 -4.86730 -0.81379 2.14297  0.097
H41 -5.27040 0.76680 1.46048  0.077
H42 -5.20293 2.15753 4.35238  0.079
H43 -4.64723 2.78319 2.75966  0.080
H44 -3.49409 2.58254 4.07950  0.096

Computed properties:
ΔE to the lowest compared entry with this formula, charge and spin: 178.0 kJ/mol
spin multiplicity: 1
orbital gap: 7.309 eV
energy: -3391.1419 Eh
total charge: -2

---

[2]
This record from the OMol25 dataset describes a structure of composition C29H45BCeO2P2. The level of theory is wB97M-V/def2-TZVPD.

Last column: Löwdin spin population.
Geometry (Å):
Ce1 -1.21826 -0.36876 0.83282  1.016
C1 -0.20721 1.86490 0.74529  0.004
C2 -1.43714 1.91034 0.00830  -0.006
C3 -1.94367 1.44155 2.23383  -0.006
C4 -0.51758 1.60590 2.11933  0.003
C5 -2.52074 1.64092 0.92146  -0.003
C6 1.15772 2.08507 0.19364  0.002
H1 1.25531 1.71476 -0.83573  0.000
H2 1.92872 1.57696 0.78500  0.000
H3 1.40967 3.16163 0.19003  0.001
C7 0.49870 1.60097 3.20628  0.001
H4 1.08320 2.53542 3.21315  0.000
H5 1.22548 0.78071 3.06984  0.000
H6 0.04201 1.47325 4.19368  0.000
C8 -2.67054 1.08834 3.47914  -0.001
H7 -2.19402 1.54298 4.35530  0.000
H8 -2.67056 0.00539 3.66379  0.000
H9 -3.71798 1.39451 3.42935  0.000
C9 -3.96402 1.58944 0.55640  -0.001
H10 -4.53197 2.32777 1.14175  0.000
H11 -4.44138 0.61140 0.72876  0.000
H12 -4.11587 1.80594 -0.50481  0.000
C10 -1.55078 2.17833 -1.44575  -0.001
H13 -2.46177 2.75122 -1.65565  0.000
H14 -1.58542 1.26698 -2.07208  0.000
H15 -0.68266 2.76148 -1.77939  0.000
C11 2.72894 -1.59578 -1.98038  0.000
C12 2.58648 -0.33702 -2.41150  0.000
C13 1.49559 0.24637 -3.25290  0.000
C14 0.89222 -0.67773 -4.33350  0.000
C15 -0.32229 -1.41477 -3.97460  0.000
C16 -0.51236 -2.63427 -3.26519  0.000
C17 0.56584 -3.03332 -2.21515  0.000
C18 2.05842 -2.81213 -2.54613  0.000
H16 1.98003 1.09051 -3.78604  0.000
H17 1.71283 -1.26696 -4.79580  0.000
H18 0.66941 0.66668 -2.66579  0.000
H19 2.21100 -2.80479 -3.65062  0.000
H20 3.44791 -1.79572 -1.15810  0.000
H21 3.29334 0.42219 -2.05950  0.000
H22 2.61244 -3.69705 -2.18330  0.000
H23 0.31391 -2.49962 -1.27737  0.000
H24 -1.46903 -2.63985 -2.72129  0.000
H25 0.42044 -4.11379 -2.00075  0.000
H26 0.58460 -0.01788 -5.17067  0.000
H27 -1.24921 -0.99322 -4.38435  0.000
P1 1.36208 -3.39337 -5.41700  0.000
C19 2.81882 -4.44841 -5.53278  0.000
C20 1.11621 -2.69857 -7.08157  0.000
P2 -1.46419 -3.98281 -4.50742  0.000
C21 0.07039 -4.68696 -5.18777  0.000
C22 -2.22302 -3.14204 -5.93679  0.000
C23 -2.42792 -5.51079 -4.27957  0.000
H28 2.78372 -5.21366 -4.74896  0.000
H29 3.73465 -3.86037 -5.40072  0.000
H30 2.77222 -4.89981 -6.52938  0.000
H31 1.39782 -3.48351 -7.79763  0.000
H32 1.76503 -1.81635 -7.19447  0.000
H33 0.07960 -2.36448 -7.23570  0.000
H34 -2.31097 -6.13026 -5.18293  0.000
H35 -3.48781 -5.27793 -4.11573  0.000
H36 -2.04408 -6.07895 -3.42585  0.000
H37 0.44641 -5.41415 -4.44016  0.000
H38 -0.14786 -5.19027 -6.15109  0.000
H39 -3.31272 -3.16829 -5.80370  0.000
H40 -1.97500 -3.66347 -6.87390  0.000
H41 -1.92726 -2.09209 -6.01959  0.000
O1 -0.04685 -1.82516 2.78582  0.000
B1 0.98444 -1.14833 1.96556  -0.005
O2 2.23375 -1.61420 2.43275  -0.001
C24 2.01629 -2.41513 3.51464  0.000
C25 2.94540 -2.79490 4.44761  0.000
C26 2.48506 -3.30741 5.66592  0.000
C27 1.12011 -3.47754 5.89352  0.000
C28 0.17327 -3.11018 4.91979  0.000
C29 0.64523 -2.53835 3.73903  0.000
H42 3.99710 -2.61183 4.23779  0.000
H43 3.21759 -3.57481 6.43119  0.000
H44 0.77151 -3.90612 6.83694  0.000
H45 -0.89176 -3.22331 5.07526  0.000

Computed properties:
ΔE to the lowest compared entry with this formula, charge and spin: 80.5 kJ/mol
spin multiplicity: 2
⟨S²⟩: 0.752
orbital gap (alpha / beta): 4.650 / 4.671 eV
energy: -2464.7860 Eh
total charge: +1

---

[3]
This record from the OMol25 dataset describes a structure of composition C29H45ClN4SSbTc. The level of theory is wB97M-V/def2-TZVPD.

Last column: Löwdin spin population.
Geometry (Å):
Tc1 -0.25578 -0.16688 0.36050  0.881
Cl1 1.97080 -1.46154 0.33717  0.054
C1 1.48900 -0.04960 -0.61730  -0.014
H1 1.49474 -0.29383 -1.67598  0.000
H2 2.09504 0.81777 -0.35548  -0.001
N1 -1.24582 -1.39642 -0.60051  -0.007
S1 -0.95874 -3.10372 -0.63163  0.002
C2 -1.01220 -3.50295 -2.34536  -0.002
C3 -2.13201 -3.23671 -3.13384  0.000
C4 -2.07882 -3.54969 -4.47807  0.000
C5 -0.92688 -4.12533 -5.01403  0.000
C6 0.17740 -4.38892 -4.21685  0.000
C7 0.14542 -4.07021 -2.86797  0.000
C8 -2.46593 -3.73885 0.07174  0.000
C9 -2.94477 -3.16882 1.24447  0.000
C10 -4.03868 -3.74604 1.86599  0.000
C11 -4.62334 -4.88826 1.33263  0.000
C12 -4.11541 -5.46170 0.17647  0.000
C13 -3.02557 -4.89160 -0.46546  0.000
H3 -2.17750 -1.18280 -0.96223  0.002
H4 -3.03710 -2.83132 -2.69777  0.000
H5 -2.93488 -3.36573 -5.11174  0.000
H6 -0.89968 -4.37958 -6.06473  0.000
H7 1.05897 -4.84921 -4.64026  0.000
H8 0.99644 -4.27760 -2.23114  0.000
H9 -2.46990 -2.29760 1.68363  0.000
H10 -4.42914 -3.31557 2.77747  0.000
H11 -5.47144 -5.33898 1.82850  0.000
H12 -4.56172 -6.35810 -0.22974  0.000
H13 -2.62688 -5.34747 -1.36048  0.000
N2 -2.41359 0.80352 5.21380  0.000
C14 -1.31284 0.74766 4.46372  0.001
C15 -1.34007 0.44344 3.08325  0.017
N3 -0.20435 0.38582 2.38126  0.004
C16 0.96399 0.61056 2.99693  0.000
C17 0.96210 0.94239 4.35188  -0.002
N4 -0.13901 1.00550 5.06019  0.004
H14 -3.33506 0.63672 4.85042  0.000
H15 -2.31616 1.03192 6.19169  0.000
H16 -2.27274 0.28218 2.55442  0.002
H17 1.87870 0.52958 2.42747  0.000
H18 1.89456 1.15311 4.86176  0.000
C18 -1.37230 0.65213 -3.51719  0.000
C19 -0.90348 2.01380 -3.01659  -0.004
C20 -1.68087 3.12298 -3.73408  -0.001
C21 0.58494 2.21317 -3.29654  -0.001
Sb1 -1.24922 2.08632 -0.83716  0.021
C22 -0.22121 3.82649 0.05055  -0.004
C23 -0.51557 5.06101 -0.80504  0.000
C24 -0.69178 4.06641 1.48160  0.000
C25 1.27669 3.53414 0.05840  -0.001
C26 -3.42088 2.05889 -0.39863  0.032
C27 -4.17442 2.88813 -1.44179  0.006
C28 -3.67714 2.65245 0.98463  0.002
C29 -3.91373 0.61709 -0.45228  0.005
H19 -1.23281 0.62266 -4.60041  0.000
H20 -2.43569 0.48403 -3.32666  0.000
H21 -0.80087 -0.17657 -3.09085  0.000
H22 -1.37126 3.12366 -4.78127  0.000
H23 -1.47123 4.11458 -3.33566  0.000
H24 -2.75642 2.95973 -3.71771  0.000
H25 0.74920 2.06175 -4.36536  0.000
H26 1.23321 1.50971 -2.77096  0.000
H27 0.91533 3.22414 -3.06327  0.000
H28 -1.58573 5.25419 -0.90194  0.000
H29 -0.07894 4.99122 -1.80042  0.000
H30 -0.07368 5.93316 -0.31872  0.000
H31 -1.70142 4.46516 1.52816  0.000
H32 -0.03018 4.81360 1.92465  0.000
H33 -0.63768 3.16950 2.10611  0.000
H34 1.67813 3.27958 -0.92199  0.000
H35 1.52678 2.74348 0.77428  0.000
H36 1.79510 4.43395 0.39572  0.000
H37 -3.77013 3.89455 -1.55504  0.000
H38 -5.21113 2.99199 -1.11307  0.003
H39 -4.19351 2.40273 -2.41749  0.000
H40 -3.53787 3.73135 0.99098  0.000
H41 -3.04890 2.22584 1.76982  0.000
H42 -4.72023 2.46360 1.24703  0.001
H43 -3.72999 0.14758 -1.42404  0.000
H44 -4.99593 0.61513 -0.30645  0.000
H45 -3.48572 -0.00322 0.34405  0.003

Computed properties:
spin multiplicity: 2
⟨S²⟩: 0.758
orbital gap (alpha / beta): 6.848 / 6.412 eV
energy: -2529.4524 Eh
total charge: +3